Formula: CH26F3O16SZr
Source: OMol25
Level of theory: ωB97M-V with the def2-TZVPD basis set

Properties
orbital gap	1.68	eV
net charge	+3
multiplicity	1

```
48
Properties=species:S:1:pos:R:3:forces:R:3
Zr -1.256 -0.296 -3.081 2.6 0.4 8.3
C 1.724 -0.815 0.508 1.2 1.7 0.7
F 2.240 -0.594 1.690 -1.2 -0.3 0.1
F 2.718 -0.508 -0.327 -0.6 -0.9 -1.2
F 1.246 -2.040 0.392 0.1 0.4 -0.4
S 0.371 0.538 0.135 1.5 3.2 4.5
O 1.043 1.832 -0.153 -1.2 -3.5 -0.7
O -0.387 0.022 -1.047 -1.9 -1.6 -3.9
O -0.466 0.597 1.350 1.2 -0.6 -3.4
O 0.577 -1.753 -3.164 -1.8 1.1 -0.8
H 1.521 -1.787 -3.007 0.9 0.4 0.4
H 0.357 -2.623 -3.496 0.0 -1.0 -0.2
O -1.655 1.923 -2.416 0.3 -1.2 -1.5
H -2.335 2.250 -1.827 -0.8 -0.1 0.6
H -1.090 2.680 -2.574 0.3 0.7 -0.1
O 0.690 1.010 -3.347 -1.6 -0.9 -0.5
H 0.694 1.966 -3.304 0.2 0.7 0.2
H 1.509 0.787 -3.790 0.7 -0.4 -0.5
O -0.081 -4.327 -1.584 -0.1 0.8 -0.1
H 0.168 -4.443 -0.667 0.2 -0.2 0.6
H 0.303 -5.080 -2.034 0.0 -0.5 -0.3
O 0.156 -0.125 3.886 0.0 -0.4 0.0
H 0.061 0.191 2.988 0.2 0.1 0.3
H 0.885 0.381 4.243 0.2 0.3 0.3
O -0.060 3.716 1.458 -0.3 0.0 0.2
H -0.547 4.092 0.725 -0.1 0.4 -0.1
H 0.202 2.848 1.153 0.2 0.3 0.3
O 1.708 -2.894 4.032 0.1 -0.3 -0.5
H 1.705 -2.055 3.572 -0.1 0.3 0.2
H 1.589 -2.663 4.954 -0.1 0.0 0.3
O -3.083 -0.183 -1.798 0.8 1.0 -2.6
H -4.012 -0.024 -1.961 -0.9 0.3 -0.5
H -3.051 -0.535 -0.909 0.2 -1.3 2.1
O 2.874 3.933 -0.397 -0.2 0.0 -0.1
H 2.372 3.133 -0.555 -0.1 0.0 0.0
H 3.462 3.999 -1.150 0.4 0.2 -0.1
O -1.620 -2.203 -1.809 0.2 1.8 -3.2
H -0.952 -2.880 -1.705 1.4 -1.6 -0.1
H -2.221 -2.343 -1.077 -1.1 0.6 1.3
O 3.092 2.416 2.122 -0.3 -0.8 0.1
H 3.594 3.188 2.382 0.1 0.3 0.1
H 2.960 2.522 1.180 0.3 0.4 0.0
O -2.958 -1.679 0.373 0.1 -0.3 -1.3
H -3.279 -2.513 0.716 -0.6 -0.4 0.3
H -2.830 -1.134 1.148 0.1 1.0 1.5
O -2.777 0.125 2.674 -0.2 -0.5 -0.9
H -3.244 0.865 3.063 -0.4 0.1 0.3
H -1.920 0.479 2.436 0.1 0.2 0.4
```
Positions in Å, forces in eV/Å.